[1]
DFT (ωB97M-V with the def2-TZVPD basis set) results for the molecule C25H32N4O.

Computed properties:
**M**: 404.56 g mol⁻¹
**Kohn-Sham gap**: 8.69 eV
**Spin multiplicity**: 1
**Charge**: 0
**Energy relative to the best compared isomer or geometry (same formula, charge and spin)**: 0.0 kcal/mol

XYZ file:
```
62
Properties=species:S:1:pos:R:3:mulliken_charge:R:1
C -6.6431 -1.4084 0.6973 -1.65
H -6.8301 -0.8673 -0.2263 0.32
H -7.2901 -0.9974 1.4691 0.43
H -6.9154 -2.4506 0.5459 0.40
C -5.1809 -1.3004 1.1260 0.56
C -4.7444 0.1699 1.3092 -1.18
N -3.7853 0.5832 0.3006 0.07
C -2.5942 1.0870 0.7018 0.12
O -2.3373 1.2370 1.8832 -0.72
C -1.5813 1.4735 -0.3734 0.23
H -2.0894 1.9195 -1.2344 0.39
C -0.7926 0.2360 -0.8196 0.35
H -0.3231 -0.2245 0.0517 0.30
C 0.3019 0.6489 -1.8046 -1.34
N 1.1991 1.6206 -1.2144 0.13
C 2.2878 1.1520 -0.5324 -0.22
N 2.4268 -0.1805 -0.4989 -0.27
C 3.4785 -0.7275 0.0884 -0.14
N 4.4649 -0.0539 0.6803 -0.69
C 4.3530 1.2611 0.6266 0.39
C 3.2984 1.9452 0.0338 1.38
C 3.5344 3.4267 0.1244 -1.07
H 2.9210 3.8632 0.9197 0.30
H 3.3170 3.9466 -0.8098 0.42
C 5.0273 3.5288 0.4905 -0.78
H 5.6181 3.6140 -0.4231 0.31
H 5.2363 4.3980 1.1121 0.35
C 5.3649 2.2092 1.1936 -0.69
H 5.2191 2.2816 2.2743 0.26
H 6.3840 1.8718 1.0140 0.35
C 3.5620 -2.1919 0.0917 0.65
C 2.5176 -2.9636 -0.4122 -0.25
C 2.6061 -4.3423 -0.4068 -0.71
C 3.7353 -4.9655 0.1002 -0.37
C 4.7768 -4.2035 0.6052 -0.66
C 4.6928 -2.8245 0.6029 -0.48
H 5.4926 -2.2147 0.9926 0.44
H 5.6567 -4.6894 1.0017 0.38
H 3.8027 -6.0440 0.1027 0.38
H 1.7926 -4.9367 -0.7979 0.40
H 1.6435 -2.4647 -0.8007 0.38
C 0.4957 2.8216 -0.8238 -1.07
H 0.0480 3.2544 -1.7267 0.40
C -0.6018 2.5033 0.1951 -0.89
H -0.1549 2.0984 1.1045 0.26
H -1.1356 3.4166 0.4628 0.55
H 1.1869 3.5462 -0.4041 0.38
H -0.1466 1.1099 -2.6921 0.41
H 0.8898 -0.2176 -2.1049 0.50
H -1.4486 -0.4993 -1.2856 -0.07
C -4.2122 0.2492 -1.0354 -0.69
H -5.2189 0.6650 -1.1637 0.46
C -4.2524 -1.2807 -1.2284 -0.85
C -4.2392 -1.9821 0.1302 -0.95
H -4.5183 -3.0295 0.0080 0.53
H -3.2273 -1.9523 0.5404 0.30
H -5.1479 -1.5548 -1.7862 0.43
H -3.3927 -1.6168 -1.8104 0.34
H -3.5689 0.7109 -1.7812 0.29
H -5.6173 0.8309 1.2539 0.40
H -4.2607 0.3184 2.2755 0.33
H -5.0808 -1.8144 2.0869 0.45
```



[2]
DFT (ωB97M-V with the def2-TZVPD basis set) results for a cluster of 2 separate species, C3H11NO in total.

Computed properties:
**M**: 77.13 g mol⁻¹
**Kohn-Sham gap**: 10.66 eV
**Spin multiplicity**: 1
**Charge**: 0
**Energy relative to the best compared isomer or geometry (same formula, charge and spin)**: 34.1 kcal/mol

XYZ file:
```
16
Properties=species:S:1:pos:R:3:mulliken_charge:R:1
C -0.4202 0.6173 1.4155 -0.73
N -2.5544 1.1810 -1.9169 -0.69
H -0.2915 1.7304 1.3607 0.28
H 0.4307 0.3890 2.1612 0.29
H -1.3831 0.3806 2.0086 0.26
H -1.8039 1.2514 -2.6149 0.23
H -3.2879 0.7075 -2.4588 0.22
H -2.2781 0.6246 -1.1198 0.26
C 0.7417 -1.1450 0.0986 -0.30
O -0.1922 -0.0468 0.1847 -0.34
C 2.1682 -0.6069 0.2638 -0.97
H 0.3998 -1.9534 0.7445 0.32
H 0.6528 -1.5810 -0.9176 0.25
H 2.9129 -1.4833 0.2488 0.31
H 2.4748 0.0447 -0.5998 0.25
H 2.4303 -0.1101 1.1415 0.38
```



> Number 1 is which compound?

C25H32N4O